{
  "formula": "C80H223N17O23",
  "method": "ωB97M-V/def2-TZVPD",
  "symbols": ["C", "C", "C", "O", "C", "N", "H", "H", "H", "H", "H", "H", "H", "H", "H", "H", "H", "C", "C", "C", "O", "C", "N", "H", "H", "H", "H", "H", "H", "H", "H", "H", "H", "H", "C", "C", "C", "O", "C", "N", "H", "H", "H", "H", "H", "H", "H", "H", "H", "H", "H", "C", "C", "C", "O", "C", "N", "H", "H", "H", "H", "H", "H", "H", "H", "H", "H", "H", "C", "C", "C", "O", "C", "N", "H", "H", "H", "H", "H", "H", "H", "H", "H", "H", "H", "C", "C", "C", "O", "C", "N", "H", "H", "H", "H", "H", "H", "H", "H", "H", "H", "H", "C", "C", "C", "O", "C", "N", "H", "H", "H", "H", "H", "H", "H", "H", "H", "H", "H", "C", "C", "C", "O", "C", "N", "H", "H", "H", "H", "H", "H", "H", "H", "H", "H", "H", "C", "C", "C", "O", "C", "N", "H", "H", "H", "H", "H", "H", "H", "H", "H", "H", "H", "C", "C", "C", "O", "C", "N", "H", "H", "H", "H", "H", "H", "H", "H", "H", "H", "H", "C", "C", "C", "O", "C", "N", "H", "H", "H", "H", "H", "H", "H", "H", "H", "H", "H", "C", "C", "C", "O", "C", "N", "H", "H", "H", "H", "H", "H", "H", "H", "H", "H", "H", "C", "C", "C", "O", "C", "N", "H", "H", "H", "H", "H", "H", "H", "H", "H", "H", "H", "C", "C", "C", "O", "C", "N", "H", "H", "H", "H", "H", "H", "H", "H", "H", "H", "H", "C", "C", "C", "O", "C", "N", "H", "H", "H", "H", "H", "H", "H", "H", "H", "H", "H", "C", "C", "C", "O", "C", "N", "H", "H", "H", "H", "H", "H", "H", "H", "H", "H", "H", "C", "C", "C", "O", "C", "N", "H", "H", "H", "H", "H", "H", "H", "H", "H", "H", "H", "C", "C", "O", "H", "H", "H", "H", "H", "H", "C", "C", "O", "H", "H", "H", "H", "H", "H", "C", "C", "O", "H", "H", "H", "H", "H", "H", "C", "C", "O", "H", "H", "H", "H", "H", "H", "C", "C", "O", "H", "H", "H", "H", "H", "H", "C", "C", "O", "H", "H", "H", "H", "H", "H"],
  "positions_angstrom": [[-3.189, -8.258, -3.712], [-1.881, -8.932, -3.268], [-0.822, -7.840, -3.034], [-0.579, -6.962, -4.191], [0.366, -5.947, -3.868], [-2.048, -9.576, -2.018], [-3.593, -7.486, -3.056], [-4.032, -8.934, -3.854], [-3.091, -7.640, -4.604], [-1.566, -9.700, -3.974], [0.155, -8.267, -2.810], [-1.048, -7.301, -2.114], [0.578, -5.351, -4.756], [1.364, -6.286, -3.592], [0.196, -5.189, -3.104], [-2.989, -9.941, -2.069], [-2.189, -8.832, -1.350], [4.167, -0.363, -7.024], [3.830, -1.472, -8.010], [2.222, -1.312, -8.315], [1.442, -1.259, -7.152], [1.152, -2.477, -6.537], [4.752, -1.195, -9.159], [4.004, 0.646, -7.403], [5.195, -0.413, -6.667], [3.535, -0.453, -6.140], [4.162, -2.444, -7.646], [1.851, -2.032, -9.043], [2.115, -0.372, -8.857], [2.020, -2.882, -6.018], [0.743, -3.209, -7.233], [0.497, -2.208, -5.708], [4.645, -0.229, -9.436], [4.523, -1.650, -10.031], [-5.496, -0.362, 1.830], [-4.900, 0.534, 2.957], [-5.506, 1.962, 3.041], [-5.199, 2.483, 4.330], [-6.306, 3.123, 4.912], [-5.176, -0.059, 4.178], [-4.885, -1.140, 1.372], [-5.809, 0.254, 0.988], [-6.374, -0.898, 2.192], [-3.818, 0.630, 2.868], [-6.585, 1.922, 2.889], [-4.921, 2.669, 2.452], [-7.103, 2.423, 5.161], [-6.781, 3.746, 4.154], [-6.021, 3.768, 5.743], [-4.913, 0.693, 4.800], [-6.146, -0.095, 4.456], [4.553, -3.051, -4.643], [4.770, -4.194, -3.599], [5.042, -3.659, -2.184], [5.263, -4.721, -1.281], [5.775, -4.361, 0.028], [3.593, -5.023, -3.635], [4.232, -3.367, -5.636], [5.555, -2.655, -4.808], [3.929, -2.217, -4.321], [5.625, -4.805, -3.892], [4.209, -3.094, -1.765], [5.885, -2.972, -2.247], [5.797, -5.174, 0.754], [5.126, -3.582, 0.427], [6.699, -3.791, -0.071], [3.823, -5.831, -4.196], [3.377, -5.335, -2.698], [3.361, 4.938, -0.470], [2.698, 4.424, 0.728], [2.456, 5.623, 1.704], [3.701, 5.895, 2.323], [3.749, 7.029, 3.236], [1.454, 3.892, 0.333], [4.402, 5.195, -0.274], [2.891, 5.802, -0.938], [3.452, 4.158, -1.227], [3.261, 3.605, 1.175], [1.687, 5.351, 2.427], [2.152, 6.533, 1.187], [3.314, 7.955, 2.859], [4.734, 7.382, 3.540], [3.180, 6.714, 4.111], [0.902, 4.617, -0.103], [0.916, 3.517, 1.101], [-3.560, -2.639, -3.499], [-3.539, -3.699, -4.625], [-2.570, -3.404, -5.874], [-2.834, -4.434, -6.723], [-3.181, -4.120, -8.055], [-3.133, -4.926, -3.972], [-2.641, -2.257, -3.053], [-4.118, -3.013, -2.640], [-4.182, -1.765, -3.693], [-4.566, -3.701, -4.992], [-1.491, -3.447, -5.729], [-2.769, -2.391, -6.221], [-2.361, -4.541, -8.637], [-3.452, -3.090, -8.287], [-4.016, -4.700, -8.448], [-3.207, -5.643, -4.680], [-2.159, -4.707, -3.822], [2.349, -0.744, 1.329], [1.437, 0.515, 1.376], [0.612, 0.545, 0.047], [0.013, -0.670, -0.187], [-0.811, -0.612, -1.329], [0.727, 0.460, 2.574], [1.818, -1.657, 1.061], [2.997, -0.887, 2.194], [3.194, -0.563, 0.664], [2.111, 1.372, 1.352], [1.160, 0.761, -0.870], [-0.123, 1.350, 0.032], [-1.142, -1.612, -1.608], [-0.272, -0.046, -2.088], [-1.720, -0.080, -1.048], [1.424, 0.529, 3.301], [0.505, -0.507, 2.763], [7.105, 3.179, -0.194], [7.102, 2.952, -1.660], [5.920, 2.112, -2.239], [6.047, 0.866, -1.607], [5.344, -0.110, -2.302], [7.119, 4.304, -2.257], [7.945, 3.793, 0.130], [7.197, 2.161, 0.184], [6.091, 3.434, 0.116], [8.018, 2.473, -2.007], [5.994, 2.120, -3.326], [4.906, 2.498, -2.128], [5.514, -0.960, -1.640], [5.651, -0.360, -3.318], [4.260, -0.178, -2.210], [6.218, 4.751, -2.348], [7.572, 4.771, -1.485], [-2.978, -2.583, 4.440], [-3.794, -3.767, 5.068], [-4.060, -4.675, 3.964], [-4.994, -5.711, 4.297], [-5.114, -6.743, 3.444], [-2.879, -4.357, 6.047], [-1.905, -2.739, 4.326], [-3.183, -1.688, 5.027], [-3.441, -2.434, 3.465], [-4.743, -3.444, 5.495], [-3.122, -5.160, 3.693], [-4.560, -4.197, 3.121], [-4.214, -7.248, 3.093], [-5.772, -6.477, 2.616], [-5.691, -7.616, 3.750], [-3.277, -5.254, 6.286], [-2.072, -4.650, 5.514], [6.851, 4.985, 4.862], [6.977, 3.590, 4.356], [5.679, 3.261, 3.542], [5.674, 1.811, 3.548], [4.567, 1.227, 2.826], [8.169, 3.342, 3.597], [7.807, 5.270, 5.301], [6.086, 5.036, 5.637], [6.559, 5.639, 4.041], [6.978, 3.071, 5.314], [5.731, 3.686, 2.540], [4.769, 3.587, 4.046], [4.328, 1.688, 1.868], [3.584, 1.366, 3.274], [4.718, 0.163, 2.647], [8.158, 2.555, 2.964], [8.280, 4.164, 3.021], [-5.543, 1.399, -7.564], [-5.518, 1.695, -6.048], [-5.183, 3.257, -5.802], [-4.811, 3.494, -4.448], [-3.435, 3.395, -4.155], [-6.860, 1.458, -5.537], [-6.272, 2.057, -8.037], [-5.797, 0.358, -7.761], [-4.575, 1.574, -8.035], [-4.753, 1.020, -5.664], [-6.007, 3.921, -6.065], [-4.425, 3.615, -6.498], [-2.881, 4.299, -4.405], [-3.019, 2.468, -4.551], [-3.362, 3.322, -3.069], [-6.817, 1.992, -4.680], [-7.528, 1.923, -6.135], [1.400, -3.604, 3.453], [1.355, -5.051, 3.922], [2.701, -5.329, 4.762], [3.804, -5.333, 3.830], [5.122, -5.212, 4.422], [0.170, -5.189, 4.722], [0.626, -3.146, 2.837], [2.203, -3.543, 2.719], [1.572, -2.929, 4.292], [1.358, -5.765, 3.099], [2.642, -6.353, 5.130], [2.869, -4.575, 5.531], [5.818, -5.697, 3.738], [5.235, -5.694, 5.393], [5.235, -4.128, 4.451], [0.008, -4.318, 5.206], [0.182, -5.873, 5.465], [-0.621, 1.316, -7.564], [0.460, 2.099, -6.729], [0.544, 1.614, -5.331], [1.434, 2.455, -4.623], [1.795, 2.059, -3.299], [1.724, 2.081, -7.362], [-1.598, 1.609, -7.181], [-0.600, 0.226, -7.572], [-0.517, 1.661, -8.593], [0.111, 3.131, -6.682], [0.792, 0.556, -5.254], [-0.430, 1.743, -4.859], [2.076, 1.007, -3.273], [0.996, 2.158, -2.564], [2.579, 2.722, -2.935], [1.675, 1.143, -7.735], [2.377, 2.060, -6.593], [3.205, -10.252, -2.247], [3.187, -8.662, -2.231], [2.763, -8.003, -0.973], [2.955, -6.531, -0.955], [2.736, -5.968, 0.289], [4.575, -8.458, -2.476], [2.271, -10.656, -1.857], [3.871, -10.626, -1.469], [3.314, -10.615, -3.269], [2.602, -8.257, -3.056], [3.289, -8.427, -0.118], [1.699, -8.203, -0.843], [2.722, -4.881, 0.208], [3.533, -6.238, 0.982], [1.747, -6.236, 0.660], [4.869, -7.610, -2.012], [4.794, -8.448, -3.461], [-2.216, 7.106, 7.588], [-1.702, 5.651, 7.257], [-0.385, 5.771, 6.484], [0.250, 4.564, 6.160], [1.467, 4.819, 5.442], [-1.451, 4.986, 8.516], [-2.933, 7.246, 8.397], [-2.711, 7.626, 6.768], [-1.358, 7.693, 7.915], [-2.416, 5.136, 6.614], [0.319, 6.421, 7.003], [-0.528, 6.310, 5.548], [2.047, 3.895, 5.450], [2.111, 5.589, 5.867], [1.316, 5.202, 4.432], [-1.023, 4.077, 8.416], [-0.763, 5.514, 9.035], [-6.267, 1.912, -1.950], [-7.056, 3.251, -2.061], [-6.337, 4.370, -1.294], [-6.073, 3.991, 0.032], [-7.133, 4.218, 0.928], [-7.166, 3.553, -3.463], [-6.548, 1.535, -0.966], [-5.209, 2.057, -2.168], [-6.512, 1.171, -2.711], [-8.060, 3.026, -1.703], [-6.783, 5.364, -1.263], [-5.418, 4.490, -1.868], [-6.614, 4.289, 1.884], [-7.765, 3.330, 0.924], [-7.610, 5.175, 0.714], [-7.841, 4.244, -3.759], [-6.216, 3.785, -3.715], [-4.910, 8.320, -1.238], [-4.041, 8.194, -0.030], [-2.769, 7.468, -0.196], [-3.021, 6.090, -0.545], [-1.908, 5.456, -1.163], [-3.752, 9.490, 0.586], [-4.321, 8.459, -2.144], [-5.677, 9.083, -1.101], [-5.244, 7.297, -1.409], [-4.678, 7.694, 0.700], [-2.174, 7.409, 0.715], [-2.137, 7.934, -0.952], [-0.942, 5.652, -0.698], [-2.028, 5.836, -2.178], [-2.135, 4.391, -1.122], [-3.190, 9.376, 1.417], [-4.665, 9.878, 0.772], [-0.985, 6.537, -5.281], [0.137, 5.909, -4.472], [-0.287, 4.653, -4.069], [-1.893, 6.920, -4.815], [-1.351, 5.776, -5.970], [-0.599, 7.409, -5.809], [0.297, 6.494, -3.567], [0.996, 5.853, -5.141], [0.289, 3.997, -4.468], [1.068, -3.645, 8.251], [-0.223, -2.853, 8.010], [-0.712, -3.046, 6.686], [1.254, -3.418, 9.300], [1.752, -3.265, 7.493], [1.032, -4.719, 8.069], [-0.175, -1.781, 8.200], [-1.052, -3.100, 8.673], [-1.614, -3.376, 6.691], [-1.470, 0.501, 6.403], [-1.202, 1.613, 7.439], [0.110, 2.001, 7.437], [-2.526, 0.302, 6.219], [-1.131, -0.453, 6.808], [-0.966, 0.790, 5.480], [-1.638, 1.362, 8.406], [-1.749, 2.476, 7.061], [0.150, 2.736, 6.820], [-2.245, -4.722, 0.406], [-1.183, -4.533, 1.449], [-1.071, -5.631, 2.292], [-1.917, -5.413, -0.370], [-2.379, -3.857, -0.243], [-3.218, -5.166, 0.617], [-1.471, -3.632, 1.990], [-0.239, -4.280, 0.966], [-0.410, -5.508, 2.977], [-1.807, 4.525, 3.394], [-1.274, 3.078, 3.592], [-0.676, 2.839, 2.335], [-2.405, 4.731, 4.281], [-2.356, 4.579, 2.454], [-1.018, 5.264, 3.256], [-2.073, 2.404, 3.900], [-0.555, 3.039, 4.410], [-0.404, 1.920, 2.293], [3.751, -1.059, 5.923], [3.148, 0.259, 6.395], [2.273, 0.780, 5.434], [3.166, -1.943, 5.667], [4.326, -1.358, 6.799], [4.423, -0.880, 5.084], [3.809, 1.118, 6.510], [2.587, -0.042, 7.280], [1.703, 1.471, 5.779]],
  "atomic_forces_ev_per_a": [[-0.387, 0.697, -0.717], [-0.119, 2.046, -1.134], [1.308, 0.055, -1.311], [-0.402, 0.089, 1.860], [1.006, 0.258, -0.864], [-0.567, -0.635, 1.412], [0.473, -0.139, 0.867], [0.215, -0.422, -0.170], [0.286, -0.572, -0.487], [0.150, 0.335, -0.372], [0.100, -0.542, 0.012], [-0.552, 0.606, -0.148], [-0.365, -0.184, -0.356], [-0.031, -0.826, 0.072], [-1.178, -0.254, 0.504], [-0.142, -0.797, 0.263], [0.195, 0.164, 0.596], [-0.036, -0.365, 1.161], [-0.423, 1.464, -1.228], [2.150, -0.463, -0.192], [0.011, 0.785, -0.673], [0.386, 0.021, 0.913], [-0.895, 0.028, -0.099], [-0.046, -0.124, -0.410], [0.089, -0.132, -0.211], [-0.066, 0.021, 0.104], [-0.617, -0.062, 0.200], [0.017, -0.640, 0.169], [0.084, 0.315, 0.263], [0.331, -0.317, -0.281], [-0.241, -0.061, 0.073], [-0.526, -0.318, -0.257], [0.115, 0.497, 0.319], [-0.209, -0.819, 0.069], [-0.153, 0.854, -0.413], [-0.992, 0.135, -2.248], [1.595, 0.091, -0.479], [-0.147, 0.151, 1.002], [-0.507, 0.410, -0.689], [0.422, -1.211, 3.328], [0.603, 0.159, 0.473], [-0.126, 0.117, -0.102], [-0.147, 0.229, 0.194], [0.122, -0.037, -0.184], [-0.021, 0.179, -0.305], [-0.784, -0.154, -1.215], [0.075, -0.318, 0.564], [0.005, 0.495, -0.044], [0.153, -0.370, 0.056], [0.682, -0.312, 0.990], [-0.688, -0.429, -0.856], [1.769, -0.026, 0.587], [-0.836, 0.891, -0.351], [0.066, 0.079, 0.084], [0.945, -1.061, 0.741], [-0.927, 1.629, -1.315], [-0.557, -0.321, 0.218], [-0.228, -0.491, 0.332], [0.137, 0.525, -0.172], [-0.228, -0.238, 0.278], [0.422, 0.271, -0.032], [-0.483, 0.380, -0.369], [0.363, -0.027, 0.125], [0.144, -0.228, -0.658], [-0.547, -0.019, 0.361], [0.619, -0.617, -0.021], [-0.394, -0.273, 0.085], [-0.091, -0.517, 0.157], [2.123, 0.005, -1.595], [-0.758, 1.367, 1.179], [1.287, -0.554, 0.437], [1.193, 1.237, 0.807], [-0.997, -0.727, -0.280], [-1.487, -0.953, -0.686], [0.043, 0.374, 0.205], [-0.272, 0.010, 0.166], [-0.288, -0.123, -0.119], [0.303, 0.313, 0.423], [-0.108, -0.043, 0.200], [-0.399, -0.072, -0.439], [-0.538, -0.169, -0.546], [0.386, -1.002, -0.270], [0.067, 0.342, 0.318], [-0.271, -0.037, -0.160], [-0.261, 0.052, 0.234], [-0.856, 0.706, 0.371], [1.439, 1.974, 0.689], [-1.073, 0.822, 2.238], [-1.347, -0.827, -1.819], [0.337, -1.200, -0.805], [-0.604, 0.158, -0.442], [0.455, -0.307, -0.519], [0.116, -0.696, 0.001], [0.233, 0.309, -0.756], [0.090, -0.489, -0.326], [0.146, 0.176, 1.131], [-0.329, 0.053, -0.604], [0.282, 0.803, -0.582], [0.561, 0.232, 0.378], [-0.454, -0.257, 0.697], [0.497, -0.362, 0.050], [0.462, -0.940, 0.317], [1.334, 0.616, -0.757], [2.166, -1.661, -3.058], [0.267, 0.964, 0.565], [-0.677, -1.755, 0.336], [-0.339, 0.190, 0.891], [-1.448, -0.044, 2.044], [0.038, 0.129, 0.056], [-0.914, -0.058, 0.869], [-0.277, -0.188, -1.092], [-0.290, 0.301, 0.023], [1.147, 0.303, 0.302], [-0.389, 0.270, 0.565], [0.535, 0.003, -0.174], [-0.198, -0.277, -0.590], [-0.225, 0.376, -0.250], [0.184, 0.826, 0.629], [-0.922, -0.386, -0.356], [-0.668, -2.773, 0.631], [-1.429, 1.228, -1.959], [1.249, 1.101, 0.782], [-0.560, 0.567, -1.249], [-0.136, -2.608, 1.685], [0.694, 0.039, -0.293], [-0.345, 0.097, 0.189], [0.435, -0.024, 0.867], [0.211, 0.866, 0.238], [0.001, -0.266, 0.144], [0.608, -0.633, -0.303], [-0.147, 0.494, 0.830], [0.537, -0.661, -0.513], [0.267, 0.429, -0.075], [-0.561, 1.402, -0.360], [-0.370, -0.270, 0.096], [0.138, 1.116, -0.631], [-1.748, 0.149, 0.143], [1.726, 1.690, -0.038], [-1.238, -2.275, -1.755], [0.327, 0.778, 3.006], [-0.953, -1.867, -2.217], [-0.977, -0.841, 0.358], [-0.113, -0.336, 0.180], [0.325, 0.024, -0.125], [0.333, 0.470, -0.131], [0.233, 0.221, 0.352], [0.196, 0.104, -0.611], [0.539, 0.521, -0.323], [0.614, 0.645, -0.208], [0.421, 0.433, -0.919], [-0.149, 0.218, 1.498], [-0.248, -0.277, 0.684], [0.351, -0.031, -0.390], [0.426, 0.891, -0.274], [-2.082, -0.636, 0.009], [0.966, -1.722, 1.541], [-1.261, -0.127, -1.353], [-0.043, 0.603, -0.033], [0.711, 0.891, -0.042], [-0.033, 0.382, -0.052], [-0.024, 0.029, -0.066], [0.179, 0.470, 0.062], [-0.033, -1.130, -0.416], [-0.009, -0.036, -0.176], [-0.116, 0.333, 0.044], [0.976, 0.252, -0.588], [0.120, -0.116, 1.113], [0.392, 0.181, 0.285], [-0.468, -0.285, 0.260], [0.440, 0.100, -0.311], [0.381, 0.350, 0.342], [-0.589, 1.810, -2.171], [0.962, -1.484, -0.556], [0.595, 0.127, -0.802], [-0.084, -0.053, 0.726], [1.117, -0.877, 0.638], [-0.098, -0.074, -0.202], [-0.227, 0.052, 0.141], [0.100, 0.132, 0.007], [-0.083, 0.253, 0.797], [-0.589, -0.439, 0.363], [0.691, -0.169, 0.119], [0.109, -0.178, -0.534], [0.271, 0.134, -0.327], [-0.048, -0.077, 0.114], [-1.167, -0.060, 0.540], [-0.061, 0.139, -0.097], [0.977, 0.244, -1.219], [1.819, 0.603, 1.297], [-0.248, -0.293, -2.234], [-0.105, -0.427, 0.490], [-1.388, 0.348, -0.839], [-0.618, 0.000, 0.763], [-0.885, -0.686, 0.428], [0.666, 0.214, 0.416], [0.162, -0.010, 0.037], [0.175, -0.002, -0.142], [-0.201, 0.052, 0.675], [-0.237, -0.006, 0.237], [0.024, 0.259, -0.042], [-0.275, 0.102, 0.142], [0.896, -0.046, 0.466], [-0.133, 0.358, 0.198], [0.340, -0.523, -0.178], [0.285, 1.023, 0.535], [-2.306, 0.025, -0.384], [-1.148, -0.122, 1.465], [0.857, 0.225, 0.346], [-0.440, -0.055, -0.117], [0.629, -0.678, -0.761], [-0.153, 0.039, -0.174], [0.567, 0.014, 0.321], [-0.189, 0.026, -0.062], [-0.253, 0.260, 0.044], [0.467, -0.156, -0.090], [-0.473, -0.218, 0.101], [0.426, -0.072, -0.134], [-0.507, 0.239, -0.226], [0.171, -0.199, -0.317], [1.111, -0.210, -0.350], [0.701, 0.095, -0.191], [-2.560, 0.964, 1.404], [0.797, -1.953, -1.173], [-0.678, 1.120, 1.206], [0.097, -2.079, -1.732], [-0.249, 0.307, 0.519], [1.710, 1.375, 0.226], [-0.670, -0.068, -0.420], [0.753, 0.221, -0.701], [0.522, -0.023, 0.294], [-0.485, -0.153, -0.087], [0.208, -0.018, 0.164], [-0.206, 0.040, 0.233], [0.206, 0.064, -0.282], [-0.122, -0.131, 0.373], [-0.104, -0.266, 0.400], [0.392, 0.404, -0.474], [0.163, 0.194, 0.089], [0.289, -0.194, -0.322], [0.561, 1.190, 0.294], [-0.278, 1.397, -0.937], [0.866, -0.219, -0.125], [-0.044, -0.276, 0.229], [-0.463, -0.531, 0.568], [-0.012, -0.984, 0.192], [0.404, -0.168, -0.421], [0.155, 0.178, -0.188], [-0.168, -0.299, 0.363], [0.123, -0.027, 0.685], [-0.448, 0.164, -0.386], [-0.123, -0.032, -0.293], [-0.191, 0.092, 0.805], [-0.517, -0.455, -0.215], [-0.075, -0.241, -0.291], [-0.006, 0.316, 0.170], [-0.441, 0.666, 0.074], [-0.700, -0.754, -0.376], [-0.088, -0.797, -0.081], [0.930, 0.162, -0.141], [1.226, -0.278, 0.061], [-0.347, 0.187, -0.169], [0.910, -0.383, 0.042], [0.255, 0.184, 0.844], [-0.812, 0.163, 0.038], [-0.117, 0.264, 0.391], [-0.678, 0.001, -0.446], [0.556, 0.080, 0.463], [-0.454, 0.048, 0.249], [-0.668, 0.317, 0.129], [-0.492, -0.134, 0.000], [0.055, 0.235, 0.424], [-0.354, 0.492, -0.605], [0.872, -0.934, -0.924], [-0.762, 0.716, 1.809], [0.877, -2.100, -0.536], [-0.116, 0.709, 0.910], [-1.609, 0.278, -0.422], [0.142, 0.399, -1.070], [0.081, 0.828, -0.059], [-0.133, -0.327, -0.227], [-0.937, 0.170, 0.055], [0.145, -0.888, 0.120], [-0.008, 0.485, 0.401], [-0.004, 0.224, -0.314], [0.013, 0.229, 0.020], [1.189, -0.433, -0.441], [0.273, -0.010, -0.121], [-0.317, 0.117, 0.241], [0.285, 0.492, 0.556], [-0.145, 0.568, -0.757], [-1.270, 0.994, -0.107], [-0.216, -1.298, 0.540], [0.199, -0.266, 0.881], [0.201, 0.128, -0.397], [0.045, -0.067, -0.400], [0.613, 0.260, -0.092], [0.341, 0.099, 0.350], [0.286, -0.429, 0.117], [-1.086, 1.098, -0.214], [-1.438, -0.736, -0.578], [1.602, 0.669, -0.150], [1.062, -0.202, -0.129], [0.633, 0.226, 0.569], [-0.595, 0.013, 0.226], [1.010, 0.194, -0.107], [0.135, -0.692, 0.444], [-0.852, -0.231, 0.285], [0.064, -0.196, 1.031], [-2.677, -0.324, -1.822], [2.081, -0.051, 0.660], [-0.188, 0.502, -0.078], [0.542, -0.047, -0.437], [-0.010, -0.392, -0.090], [0.563, -0.024, 0.288], [-0.678, 0.193, 0.252], [0.278, 0.527, 0.054], [0.054, -1.008, -2.125], [-0.594, 1.007, 0.102], [-0.538, -1.070, -0.633], [0.508, -0.504, 0.022], [-0.180, 0.555, 0.543], [-0.010, 0.472, 0.979], [0.057, 0.223, 0.513], [0.239, -0.111, -0.269], [-0.442, 0.306, 0.361], [0.025, -1.010, 0.739], [0.087, 2.030, -0.686], [-0.238, -0.174, -0.161], [-0.265, 0.600, -0.251], [-0.486, -0.207, 0.254], [0.316, -0.137, 0.408], [-0.287, -0.216, -0.549], [0.308, 0.082, 0.008], [0.409, -0.820, 0.250], [1.480, 0.709, 0.137], [-1.197, -0.555, -0.266], [-1.231, -0.166, -1.822], [-0.879, 0.600, 0.103], [0.514, -0.268, -0.167], [0.206, -0.101, 0.012], [1.030, -0.856, 0.944], [0.015, 0.715, 0.492], [-0.067, -0.181, 0.518]],
  "lowdin_charge": [-0.07, -0.44, -0.15, -0.17, -0.13, 0.03, 0.07, 0.07, 0.06, 0.14, 0.10, 0.11, 0.08, 0.04, 0.08, 0.07, 0.07, -0.09, -0.35, -0.17, -0.24, -0.09, 0.02, 0.07, 0.08, 0.06, 0.11, 0.12, 0.11, 0.07, 0.10, 0.09, 0.06, 0.06, -0.03, -0.43, -0.17, -0.23, -0.10, 0.04, 0.07, 0.05, 0.07, 0.14, 0.12, 0.13, 0.09, 0.07, 0.09, 0.06, 0.09, -0.06, -0.40, -0.21, -0.20, -0.07, 0.06, 0.05, 0.07, 0.07, 0.14, 0.13, 0.11, 0.08, 0.07, 0.08, 0.08, 0.04, -0.07, -0.45, -0.17, -0.20, -0.07, 0.07, 0.08, 0.09, 0.06, 0.13, 0.09, 0.13, 0.08, 0.08, 0.06, 0.06, 0.05, -0.07, -0.37, -0.21, -0.19, -0.09, 0.06, 0.04, 0.07, 0.06, 0.14, 0.10, 0.12, 0.08, 0.09, 0.08, 0.05, 0.06, -0.05, -0.39, -0.21, -0.19, -0.08, 0.07, 0.07, 0.06, 0.07, 0.11, 0.10, 0.11, 0.07, 0.08, 0.10, 0.06, 0.09, -0.08, -0.42, -0.19, -0.16, -0.13, 0.03, 0.09, 0.08, 0.07, 0.14, 0.12, 0.10, 0.07, 0.09, 0.08, 0.06, 0.04, -0.04, -0.37, -0.20, -0.16, -0.18, 0.05, 0.07, 0.05, 0.06, 0.15, 0.12, 0.13, 0.09, 0.08, 0.08, 0.09, 0.05, -0.08, -0.47, -0.16, -0.18, -0.11, 0.06, 0.09, 0.08, 0.07, 0.13, 0.11, 0.11, 0.06, 0.06, 0.08, 0.07, 0.06, -0.08, -0.39, -0.15, -0.26, -0.07, 0.03, 0.07, 0.07, 0.06, 0.12, 0.12, 0.11, 0.08, 0.09, 0.08, 0.00, 0.07, -0.05, -0.39, -0.15, -0.23, -0.07, 0.04, 0.06, 0.07, 0.08, 0.12, 0.12, 0.11, 0.08, 0.08, 0.08, 0.04, 0.10, -0.02, -0.45, -0.21, -0.21, -0.07, 0.08, 0.06, 0.07, 0.08, 0.13, 0.13, 0.12, 0.08, 0.07, 0.08, 0.03, 0.06, -0.05, -0.45, -0.15, -0.22, -0.13, 0.02, 0.06, 0.07, 0.08, 0.12, 0.13, 0.12, 0.09, 0.09, 0.08, 0.07, 0.08, -0.05, -0.39, -0.23, -0.21, -0.07, 0.05, 0.07, 0.07, 0.07, 0.12, 0.12, 0.12, 0.09, 0.08, 0.06, 0.04, 0.08, -0.03, -0.40, -0.20, -0.20, -0.10, 0.02, 0.06, 0.07, 0.07, 0.13, 0.11, 0.11, 0.07, 0.09, 0.09, 0.09, 0.02, -0.04, -0.48, -0.20, -0.21, -0.08, 0.03, 0.08, 0.08, 0.06, 0.14, 0.12, 0.13, 0.07, 0.08, 0.09, 0.07, 0.07, -0.09, -0.32, -0.09, 0.06, 0.07, 0.07, 0.11, 0.12, 0.04, -0.06, -0.30, -0.15, 0.08, 0.05, 0.07, 0.09, 0.11, 0.00, -0.05, -0.33, -0.07, 0.06, 0.05, 0.06, 0.12, 0.10, 0.04, -0.07, -0.36, -0.08, 0.05, 0.07, 0.08, 0.09, 0.10, 0.00, -0.05, -0.28, -0.11, 0.06, 0.07, 0.06, 0.10, 0.08, 0.01, -0.07, -0.29, -0.11, 0.05, 0.08, 0.06, 0.12, 0.11, 0.05],
  "max_force_ev_per_a": 4.1,
  "gap_ev": 8.69,
  "e_homo_ev": -8.33,
  "charge": 0
}